No. 1
This record from the OMol25 dataset describes a molecular structure, C6H8O2. The level of theory is ωB97M-V with the def2-TZVPD basis set.

Atoms and positions in Å:
O -1.75 0.32 1.47
O 1.16 -0.13 2.29
C 0.91 -0.56 1.19
C -1.03 -0.44 0.57
C -0.40 0.15 -0.53
C 0.54 -0.80 -1.20
C 1.40 -1.05 0.02
C -0.35 1.62 -0.73
H -1.38 -1.47 0.46
H -0.26 2.15 0.22
H -1.30 1.94 -1.17
H 2.33 -1.62 0.04
H 1.11 -0.32 -2.00
H 0.46 1.94 -1.39
H 0.04 -1.70 -1.58
H -1.49 -0.01 2.35

Values from the calculation:
LUMO (alpha / beta), hartree: 0.014 / 0.014
E_HOMO (alpha / beta), eV: -8.21 / -8.21



No. 2
This record from the OMol25 dataset describes a single C5H12N2OS molecule. The level of theory is ωB97M-V with the def2-TZVPD basis set.

Atoms and positions in Å:
S 0.66 0.58 -1.87
O -0.46 0.72 -2.78
N 0.31 -0.67 1.87
N -2.06 -1.75 -0.18
C -0.10 -1.92 1.22
C -0.13 0.31 -0.30
C 1.24 2.37 -1.60
C -0.68 -1.78 -0.08
C 0.83 0.27 0.87
H -1.11 0.71 -0.34
H 2.19 2.47 -0.93
H 1.65 2.57 -2.56
H -2.33 -1.23 -1.01
H -0.89 -2.32 1.82
H 0.88 -2.59 1.31
H 1.89 0.07 0.59
H -0.22 -2.32 -0.92
H 0.39 2.97 -1.15
H -2.55 -1.40 0.69
H -0.58 -0.25 2.02
H 0.82 1.30 1.37

Values from the calculation:
LUMO, hartree: 0.030
E_HOMO, eV: -8.06



No. 3
This record from the OMol25 dataset describes a single C3H2O2 molecule. The level of theory is ωB97M-V with the def2-TZVPD basis set.

Atoms and positions in Å:
O 0.54 -0.56 1.00
O -1.94 1.85 0.27
C -0.49 -0.08 0.38
C 0.71 -0.67 -0.32
C -1.04 1.08 0.21
H 0.76 -1.70 -0.80
H 1.46 0.08 -0.75

Values from the calculation:
LUMO, hartree: 0.010
E_HOMO, eV: -8.95
SMILES: O=C=C1CO1



No. 4
This record from the OMol25 dataset describes 2 unconnected molecules or ions with the total composition C8H13NO3S. The level of theory is ωB97M-V with the def2-TZVPD basis set.

Atoms and positions in Å:
S 0.10 1.23 0.66
O 0.10 1.14 -0.77
O -1.16 1.38 1.31
O 1.20 1.90 1.21
N -1.90 4.38 -0.36
C -0.76 -2.21 -2.36
C 2.19 -0.78 -0.58
C -0.06 -0.68 2.62
C 0.49 -0.75 1.27
C 0.04 -1.72 -1.20
C 1.34 -1.23 -1.55
C -0.51 -1.66 0.04
C 1.82 -0.60 0.80
H 0.09 0.26 3.23
H -2.12 3.40 -0.33
H -1.59 4.69 0.54
H -1.30 -1.41 -2.92
H -1.61 -1.84 0.26
H 2.46 -0.25 1.54
H 1.58 -1.20 -2.57
H 3.21 -0.57 -0.83
H -0.99 4.33 -0.87
H -1.56 -2.66 -2.00
H -1.25 -0.91 2.63
H 0.42 -1.45 3.27
H -0.24 -2.81 -3.03

Values from the calculation:
LUMO, hartree: -0.061
E_HOMO, eV: -9.68



No. 5
This record from the OMol25 dataset describes a single C18H23N3O3S molecule. The level of theory is ωB97M-V with the def2-TZVPD basis set.

Atoms and positions in Å:
S -1.11 1.24 2.84
O 2.23 -0.75 -3.32
O 4.95 1.23 0.17
O -4.32 3.28 -0.56
N -3.00 1.36 1.02
N 2.47 -1.20 -1.11
N -0.28 -1.51 -0.94
C -3.79 2.12 -1.15
C 5.68 1.79 -0.91
C 3.70 0.72 -0.18
C -0.82 -1.57 1.25
C -3.77 0.96 -0.14
C -3.57 3.67 0.58
C 3.77 -0.61 -0.97
C 1.79 -1.17 -2.28
C 0.37 -1.76 -2.19
C -0.92 -0.34 -0.63
C -0.34 -3.38 2.70
C 0.35 -3.54 0.39
C -1.28 -0.33 0.69
C -1.88 0.76 1.45
C -3.53 2.55 1.63
C 0.27 -4.07 1.66
C -0.89 -2.14 2.52
C -0.20 -2.28 0.19
H -2.54 3.92 0.28
H -4.55 2.35 1.98
H 3.12 1.45 -0.76
H 2.01 -1.52 -0.27
H -2.90 2.84 2.47
H -3.35 0.06 -0.59
H -4.06 4.56 0.98
H 6.02 1.02 -1.61
H 0.70 -5.05 1.84
H 5.08 2.53 -1.44
H 4.16 -0.43 -1.97
H 3.18 0.54 0.77
H -2.76 2.32 -1.50
H -1.04 0.42 -1.38
H 6.54 2.28 -0.46
H -1.35 -1.60 3.33
H -0.21 -1.34 -3.02
H -4.80 0.76 0.18
H 0.82 -4.08 -0.42
H 4.43 -1.30 -0.44
H 0.44 -2.84 -2.35
H -4.43 1.89 -2.00
H -0.37 -3.84 3.68

Values from the calculation:
LUMO, hartree: 0.017
E_HOMO, eV: -7.97
SMILES: COCCNC(=O)Cn1cc(C(=S)N2CCOCC2)c2ccccc21



No. 6
This record from the OMol25 dataset describes 4 unconnected molecules or ions with the total composition C24H16O8. The level of theory is ωB97M-V with the def2-TZVPD basis set.

Atoms and positions in Å:
O -5.13 5.86 -2.66
O -2.98 1.26 -4.25
O 5.51 1.26 -1.50
O 1.01 -1.15 -2.74
O 2.86 -2.69 0.87
O 1.34 -4.25 6.18
O -0.27 1.99 1.36
O -1.82 -1.67 2.77
C 3.88 -0.62 1.01
C 4.95 0.30 -0.99
C -3.20 4.50 -2.78
C 3.54 -1.84 0.32
C 0.27 -0.14 0.61
C -3.50 2.31 -3.90
C -0.07 1.27 0.42
C 4.51 0.42 0.42
C -0.19 1.77 -0.99
C 4.66 -0.97 -1.69
C -0.50 -2.81 5.86
C -2.68 3.38 -3.32
C -0.20 -3.49 3.02
C 0.55 -4.17 3.91
C 0.59 -0.95 -0.39
C 0.06 0.94 -2.03
C -5.50 3.68 -3.60
C 3.98 -1.95 -1.11
C -4.64 4.81 -3.00
C 0.59 -3.76 5.37
C 0.61 -0.44 -1.81
C -4.99 2.50 -3.91
C -1.36 -2.25 5.02
C -1.16 -2.39 3.51
H 0.77 -1.99 -0.34
H -2.57 5.26 -2.33
H 4.96 -1.10 -2.73
H -5.63 1.71 -4.32
H -6.55 3.86 -3.72
H -0.23 -3.81 1.98
H -0.48 -2.64 6.91
H 3.68 -2.88 -1.50
H 3.59 -0.54 2.04
H 0.26 -0.54 1.60
H -0.56 2.83 -1.15
H 4.75 1.38 0.88
H -1.62 3.14 -3.29
H -2.16 -1.61 5.39
H -0.10 1.25 -3.07
H 1.17 -5.04 3.65

Values from the calculation:
LUMO, hartree: -0.065
E_HOMO, eV: -10.26
SMILES: O=C1C=CC(=O)C=C1.O=C1C=CC(=O)C=C1.O=C1C=CC(=O)C=C1.O=C1C=CC(=O)C=C1



No. 7
This record from the OMol25 dataset describes a single C15H18N4O4 molecule. The level of theory is ωB97M-V with the def2-TZVPD basis set.

Atoms and positions in Å:
O -4.54 0.05 -0.82
O -4.44 -2.11 -0.37
O -2.69 0.81 1.50
O 3.97 -1.77 0.45
N 0.77 1.00 -1.68
N 2.97 1.01 -1.09
N -1.90 0.35 -0.63
N -0.15 2.26 1.82
C -2.01 1.11 0.51
C 1.97 -2.40 -0.62
C -0.20 -1.76 0.38
C 2.25 1.99 -0.36
C 0.52 -2.37 -0.63
C 1.93 -1.30 1.50
C -3.85 -1.08 -0.60
C -1.07 2.32 0.64
C 1.98 0.47 -1.85
C 0.96 1.97 -0.78
C 0.58 -1.35 1.51
C -0.17 2.92 -0.42
C -2.37 -1.03 -0.65
C 2.61 -1.80 0.42
C -1.68 -1.92 0.36
H -2.14 -1.47 -1.63
H -1.07 0.49 -1.20
H 0.01 -2.91 -1.49
H 2.54 2.49 0.56
H -3.95 0.81 -1.07
H -1.90 -3.00 0.07
H 2.46 -0.79 2.36
H 0.47 1.46 1.70
H 3.81 0.40 -0.94
H -0.02 -1.06 2.39
H 2.35 -0.27 -2.59
H 0.37 3.86 -0.11
H -0.63 2.05 2.68
H 4.21 -1.29 1.27
H -2.03 -1.71 1.38
H -0.67 3.21 -1.35
H 2.54 -2.74 -1.44
H -1.80 3.11 0.82

Values from the calculation:
LUMO, hartree: 0.010
E_HOMO, eV: -8.91
SMILES: N[C@@H](Cc1c[nH]cn1)C(=O)N[C@@H](Cc1ccc(O)cc1)C(=O)O



No. 8
This record from the OMol25 dataset describes a single C2H6Cl2 molecule. The level of theory is ωB97M-V with the def2-TZVPD basis set.

Atoms and positions in Å:
Cl 1.58 -1.87 -1.92
Cl 1.59 0.23 -0.49
C 0.38 0.45 0.81
C -1.03 0.32 0.27
H -1.75 0.46 1.08
H -1.20 -0.67 -0.17
H -1.23 1.07 -0.50
H 0.59 -0.30 1.57
H 0.52 -1.15 -1.89
H 0.55 1.44 1.23

Values from the calculation:
LUMO, hartree: 0.032
E_HOMO, eV: -9.37



no.,E_tot (eV)
1,-10443.8375
2,-21238.7124
3,-7233.9952
4,-26970.4469
5,-40487.1732
6,-41521.8701
7,-29997.4735
8,-27215.2868